This record from OMol25 describes 13 unconnected molecules or ions with the total composition C44H119N5O13 in a non-equilibrium geometry. The level of theory is ωB97M-V with the def2-TZVPD basis set.

Output
Charge ... 0

Each line ends with the Löwdin charge.
Element x y z (Å)
C (0.540483, -9.579221, 1.546931)  -0.0501
C (-0.455199, -8.471301, 1.987219)  -0.4160
C (0.284784, -7.170615, 2.251177)  -0.2674
O (1.336725, -7.302127, 3.133185)  -0.1784
C (2.358341, -6.321999, 2.897815)  -0.0740
N (-1.504809, -8.116208, 0.998747)  0.0452
H (1.402086, -9.696184, 2.231806)  0.0734
H (0.999057, -9.279438, 0.584204)  0.0804
H (0.033450, -10.567668, 1.456547)  0.0762
H (-0.944732, -8.690816, 2.885998)  0.1122
H (-0.511047, -6.482651, 2.604388)  0.1318
H (0.629334, -6.821744, 1.231952)  0.1148
H (2.732907, -6.389105, 1.859382)  0.0881
H (3.189678, -6.358360, 3.613072)  0.0934
H (1.880969, -5.333025, 3.030101)  0.0704
H (-1.943505, -8.973211, 0.738623)  0.0552
H (-1.034328, -7.826806, 0.119953)  0.0408
C (4.278622, 2.180590, 2.930120)  -0.0507
C (4.203442, 0.874912, 2.151398)  -0.4656
C (4.636908, 1.082774, 0.775827)  -0.2214
O (3.794277, 2.040313, 0.162991)  -0.2041
C (3.844008, 2.139934, -1.231805)  -0.1135
N (5.031367, -0.169765, 2.749786)  0.0624
H (5.280463, 2.585704, 3.024367)  0.0812
H (3.970153, 2.053775, 3.997174)  0.0736
H (3.567255, 2.887786, 2.468479)  0.0760
H (3.114215, 0.483415, 2.123418)  0.1385
H (4.595315, 0.168372, 0.113264)  0.1218
H (5.655379, 1.435885, 0.736731)  0.1303
H (2.880729, 2.581546, -1.554252)  0.0427
H (3.855434, 1.119335, -1.710786)  0.0982
H (4.678439, 2.775067, -1.590144)  0.0990
H (4.796624, -1.059993, 2.299920)  0.0526
H (4.753351, -0.252008, 3.722794)  0.0728
C (0.174127, 2.187953, 0.347677)  -0.0552
C (0.593380, 0.902865, -0.231484)  -0.4126
C (-0.291392, -0.309038, 0.145140)  -0.1667
O (-0.214861, -0.553280, 1.550916)  -0.2098
C (-1.065044, -1.579486, 2.002136)  -0.0887
N (0.570362, 0.976463, -1.698120)  0.0819
H (0.950291, 2.935386, 0.153690)  0.0678
H (0.048413, 2.108241, 1.464422)  0.0766
H (-0.797039, 2.511506, -0.105935)  0.0852
H (1.584375, 0.699250, 0.169212)  0.1270
H (0.102785, -1.177863, -0.457551)  0.1208
H (-1.366474, -0.173467, -0.112263)  0.1134
H (-2.004124, -1.418467, 1.486232)  0.0631
H (-1.176076, -1.572360, 3.054670)  0.0839
H (-0.673193, -2.495526, 1.637299)  0.0699
H (1.241104, 1.695280, -1.979522)  0.0513
H (-0.334376, 1.334274, -1.992821)  0.0650
C (4.549137, -2.725407, -0.675972)  -0.0479
C (3.392611, -3.672651, -0.291372)  -0.4170
C (2.504484, -3.155427, 0.826626)  -0.2093
O (3.219571, -2.897097, 2.040417)  -0.2114
C (2.323570, -2.385973, 3.033329)  -0.0911
N (2.572683, -4.038734, -1.473981)  0.0414
H (4.191529, -1.787410, -1.251550)  0.0906
H (5.308702, -3.175330, -1.270710)  0.0587
H (4.904992, -2.277413, 0.267791)  0.0600
H (3.808968, -4.641040, 0.124342)  0.1485
H (1.760197, -3.992237, 0.905353)  0.1258
H (2.044757, -2.214354, 0.525388)  0.1166
H (2.958890, -2.380904, 3.900067)  0.0903
H (1.420554, -3.010259, 3.076470)  0.0817
H (2.084300, -1.362456, 2.697054)  0.0699
H (3.237971, -4.429155, -2.151271)  0.0836
H (2.318523, -3.155379, -2.001837)  0.0615
C (-0.668875, 5.950566, 2.856242)  -0.0678
C (0.368769, 6.356325, 1.832663)  -0.4496
C (-0.052036, 7.629025, 1.091060)  -0.1770
O (0.860079, 7.859774, 0.012946)  -0.2083
C (0.589102, 8.998339, -0.684668)  -0.1552
N (1.636804, 6.554609, 2.504188)  0.0556
H (-0.340773, 4.978069, 3.306745)  0.0813
H (-1.591448, 5.668168, 2.386058)  0.0577
H (-0.940476, 6.581878, 3.685160)  0.0771
H (0.357269, 5.494829, 1.146583)  0.1214
H (-0.005182, 8.502321, 1.774125)  0.1351
H (-1.128482, 7.596320, 0.715371)  0.1459
H (-0.473468, 9.185197, -1.020164)  0.1052
H (1.238386, 9.068021, -1.518179)  0.0714
H (0.746594, 9.854322, -0.006376)  0.0932
H (2.060716, 5.704290, 2.883883)  0.0793
H (2.315768, 6.915407, 1.867076)  0.0575
C (2.997464, 6.206464, -2.348698)  -0.0378
C (1.952336, 5.187504, -2.789725)  -0.4541
C (2.320610, 4.120385, -3.849734)  -0.0321
O (1.559442, 4.468351, -1.611374)  -0.0821
H (2.703814, 6.602940, -1.358589)  0.0675
H (3.001186, 7.060157, -3.057957)  0.0857
H (4.031420, 5.806209, -2.293111)  0.0884
H (1.081565, 5.683616, -3.156763)  0.1105
H (1.417015, 3.527453, -3.783134)  0.0605
H (3.264731, 3.595773, -3.659262)  0.0737
H (2.461865, 4.612583, -4.808809)  0.0825
H (1.397999, 5.036132, -0.890895)  0.0350
C (-4.894588, -3.634120, 2.676795)  -0.0522
C (-5.037052, -3.170519, 1.191879)  -0.4812
C (-6.036662, -4.113236, 0.436917)  -0.0506
O (-5.386933, -1.811688, 1.006629)  -0.0765
H (-4.091972, -4.381397, 2.644303)  0.0756
H (-5.852360, -4.041115, 3.106703)  0.0914
H (-4.539502, -2.819202, 3.330806)  0.0670
H (-4.044180, -3.219081, 0.708115)  0.1127
H (-5.985431, -5.189207, 0.582469)  0.0742
H (-6.023689, -3.891844, -0.646665)  0.0728
H (-7.046509, -3.780351, 0.695064)  0.0751
H (-5.112702, -1.260894, 1.775481)  0.0761
C (-3.541704, 1.157476, 2.022594)  -0.0402
C (-3.132310, 2.499536, 1.417615)  -0.4748
C (-3.638396, 2.777050, -0.009366)  -0.0347
O (-3.647288, 3.580398, 2.188934)  -0.0475
H (-4.626335, 1.242576, 2.261795)  0.0978
H (-2.938916, 0.948193, 2.897480)  0.0661
H (-3.400986, 0.242011, 1.343903)  0.0768
H (-2.018757, 2.564003, 1.408940)  0.0964
H (-3.331304, 1.982467, -0.672854)  0.0541
H (-3.290968, 3.780882, -0.259186)  0.0637
H (-4.731081, 2.743903, 0.068825)  0.1008
H (-3.872708, 3.407480, 3.083721)  0.0688
C (-0.146119, 0.872899, 6.277779)  -0.0541
C (0.928683, 0.673476, 5.233078)  -0.5082
C (0.675700, 1.647588, 4.133821)  -0.0732
O (2.192008, 0.791784, 5.852607)  -0.0220
H (-1.178660, 0.683947, 5.972452)  0.0807
H (-0.060333, 1.947325, 6.499087)  0.0888
H (0.021266, 0.217664, 7.108034)  0.0742
H (0.857747, -0.343927, 4.801304)  0.1358
H (1.418425, 1.721962, 3.291193)  0.0775
H (0.668546, 2.671774, 4.494372)  0.0750
H (-0.286246, 1.489640, 3.676949)  0.0624
H (2.340893, 1.662190, 6.148736)  0.0636
C (-1.867762, -6.687359, -2.076934)  -0.0595
C (-0.725570, -5.682311, -1.960206)  -0.4786
C (-1.143103, -4.328702, -1.473192)  -0.0642
O (0.245823, -6.286464, -1.089993)  -0.0763
H (-2.400311, -6.882589, -1.131707)  0.0694
H (-1.457061, -7.646459, -2.476552)  0.0965
H (-2.620661, -6.311093, -2.740862)  0.0667
H (-0.312594, -5.471901, -2.975301)  0.1417
H (-1.778296, -3.857843, -2.168938)  0.0490
H (-0.279011, -3.648311, -1.366578)  0.0661
H (-1.621522, -4.436232, -0.497398)  0.0843
H (1.086007, -5.862128, -1.161234)  0.0320
C (0.378737, -1.304901, -5.109501)  -0.0502
C (1.722900, -1.521781, -4.472334)  -0.5350
C (2.792106, -0.453880, -4.849632)  -0.0313
O (1.646277, -1.668788, -3.116761)  -0.0896
H (0.418494, -1.159705, -6.178936)  0.0794
H (-0.230593, -0.501308, -4.705890)  0.0542
H (-0.193860, -2.263913, -4.915489)  0.1004
H (2.035353, -2.477868, -4.753418)  0.1152
H (2.390651, 0.529016, -4.636909)  0.0546
H (3.107853, -0.467961, -5.929491)  0.0929
H (3.615870, -0.575950, -4.129905)  0.0705
H (1.119255, -0.919544, -2.734919)  0.0749
C (-1.969937, 4.070303, -4.416241)  -0.0385
C (-2.766078, 4.109076, -3.164862)  -0.5079
C (-2.660191, 5.478778, -2.441607)  -0.0241
O (-4.071986, 3.728539, -3.558046)  -0.0558
H (-2.189910, 3.065984, -4.869948)  0.0915
H (-0.927793, 4.175029, -4.270500)  0.0515
H (-2.460853, 4.802028, -5.092341)  0.1068
H (-2.501480, 3.359104, -2.401156)  0.1065
H (-1.659175, 5.709837, -2.126059)  0.0716
H (-3.257985, 5.366902, -1.571197)  0.0445
H (-3.041965, 6.331470, -2.968697)  0.0796
H (-4.648390, 4.025585, -2.834991)  0.1075
C (-3.348092, -1.077465, -2.082497)  -0.0657
C (-3.248365, 0.153360, -2.952168)  -0.4777
C (-3.032584, -0.301070, -4.401975)  -0.0513
O (-4.439761, 0.930425, -2.636629)  -0.0699
H (-3.734566, -0.728889, -1.140859)  0.0485
H (-2.425403, -1.643191, -1.842159)  0.0697
H (-4.178474, -1.728327, -2.494002)  0.1165
H (-2.419020, 0.809712, -2.682573)  0.1032
H (-2.434861, 0.427962, -4.961462)  0.0597
H (-3.977251, -0.414082, -4.929501)  0.0838
H (-2.471033, -1.279183, -4.370399)  0.0812
H (-4.309475, 1.743749, -3.167251)  0.0584

Atoms 1-3, force components in eV/Å:
C -0.156 -0.044 -0.023
C 1.301 0.408 -1.336
C -0.890 0.595 -1.811

=====

This record from OMol25 describes 2 unconnected molecules or ions with the total composition C6H16O in a non-equilibrium geometry. The level of theory is ωB97M-V with the def2-TZVPD basis set.

Output
SMILES string ... CC(C)C.CCO
Charge ... 0

Each line ends with the Löwdin charge.
Element x y z (Å)
C (0.563481, -1.317384, -1.176394)  -0.1030
C (1.352675, -0.219122, -0.496516)  -0.4661
C (1.681376, -0.580613, 0.974346)  -0.0811
C (2.675414, 0.026943, -1.190423)  -0.1074
H (1.180971, -2.086587, -1.643160)  0.0801
H (-0.136977, -0.948520, -1.906227)  0.0618
H (-0.091072, -1.894941, -0.528795)  0.0702
H (0.774060, 0.703113, -0.418537)  0.1151
H (0.890767, -0.258255, 1.654889)  0.0670
H (1.786110, -1.647825, 1.193098)  0.0771
H (2.637969, -0.211056, 1.272111)  0.0554
H (2.621872, 0.164111, -2.268750)  0.0745
H (3.277836, 0.800803, -0.741474)  0.0686
H (3.339607, -0.845201, -1.089224)  0.0847
C (-2.765312, 0.387652, -0.038034)  -0.0659
C (-2.321403, 1.513356, 0.907148)  -0.3046
O (-1.804000, 1.007340, 2.153993)  -0.1037
H (-1.831941, 0.015118, -0.403864)  0.0410
H (-3.321634, 0.917434, -0.798762)  0.0703
H (-3.485620, -0.293778, 0.411136)  0.0773
H (-1.462514, 1.980549, 0.418418)  0.1028
H (-3.041528, 2.291447, 1.146328)  0.1028
H (-2.520134, 0.495420, 2.568697)  0.0829

Atoms 1-3, force components in eV/Å:
C -0.634 -0.621 -0.087
C 0.649 -0.411 1.267
C -0.749 -0.748 0.133

=====

This record from OMol25 describes a molecular structure, C16H21ClN2O2PdS2Se2. The level of theory is ωB97M-V with the def2-TZVPD basis set.

Output
Charge ... -2

Each line ends with the Löwdin charge.
Element x y z (Å)
Pd (1.685437, 1.261814, 0.684124)  0.0798
O (5.282988, 0.080729, 5.326786)  -0.0816
C (4.644341, 1.306559, 4.994739)  -0.2407
C (3.758201, 1.234694, 3.742677)  -0.5928
C (2.720506, 0.122994, 3.950734)  -0.2516
O (3.288980, -1.185633, 3.877141)  -0.1248
C (4.658711, 1.000239, 2.520031)  -0.5741
Se (3.826957, 0.132302, 0.968990)  0.5412
C (3.002995, 2.566926, 3.651584)  -0.5551
Se (2.413470, 3.193712, 1.885206)  0.5071
H (4.751097, -0.628091, 4.925985)  0.0556
H (5.428345, 2.056479, 4.840696)  0.1199
H (4.025832, 1.642917, 5.840520)  0.1171
H (1.916053, 0.229034, 3.219374)  0.0851
H (2.289734, 0.220237, 4.951905)  0.1276
H (3.465729, -1.314104, 2.923179)  0.0062
H (5.487082, 0.348039, 2.799004)  0.0528
H (5.070411, 1.960152, 2.206136)  0.0424
H (3.655602, 3.374143, 3.997678)  0.0495
H (2.137655, 2.538610, 4.317609)  0.0560
S (-0.439735, 2.270052, 0.435966)  0.4594
C (-1.137639, 0.783318, -0.317326)  -1.1744
N (-2.010947, 0.942829, -1.432691)  -0.0806
C (-2.612406, -0.337541, -1.767199)  -0.2679
C (-3.136037, -0.950280, -0.458362)  -0.4536
S (-2.160070, -0.184286, 0.873315)  0.8499
H (-1.587055, 1.343528, -2.277698)  0.0657
H (-1.892938, -1.025175, -2.233894)  0.1142
H (-3.416272, -0.166436, -2.484062)  0.1145
H (-3.007665, -2.031861, -0.453465)  0.0578
H (-4.188263, -0.718653, -0.297338)  0.0565
N (1.102822, -0.583109, -0.742764)  0.1148
C (0.109659, -0.002333, -0.574826)  -0.3761
Cl (-0.710186, -0.322264, -6.367093)  0.5634
C (-1.997790, 0.742927, -5.799428)  -0.6321
C (-3.245435, 0.573808, -6.351858)  -0.1958
C (-4.325582, 1.363049, -5.958255)  -0.1842
C (-4.075922, 2.333451, -4.974706)  -0.1674
C (-2.832826, 2.505911, -4.422480)  -0.1042
C (-1.676608, 1.715879, -4.789158)  -0.4155
C (-0.445395, 1.874618, -4.188373)  -0.0936
H (-3.372658, -0.195017, -7.106381)  0.0778
H (-5.307507, 1.225736, -6.392125)  0.0577
H (-4.887997, 2.968326, -4.630905)  0.0798
H (-2.689618, 3.261035, -3.656308)  0.0955
H (0.405251, 1.284659, -4.493252)  -0.0079
H (-0.297194, 2.679860, -3.479977)  0.0266

Atoms 1-3, force components in eV/Å:
Pd 0.002 -0.019 -0.030
O 0.014 0.020 0.019
C 0.015 -0.009 0.004

=====

HOMO-LUMO gap? In order: 9.627; 11.316; 4.862 eV.
Energy? In order: -81621.32032; -8528.28101; -192374.67378 eV.